Entry 1:
Here is a cluster of 2 separate species, C4H12 in total from the OMol25 dataset. Energies are from ωB97M-V/def2-TZVPD.

Results
E = -159.5312 a.u.
frontier orbital gap = 12.369 eV
SMILES string = CC.CC
E_LUMO = 1.14 eV
maximum force = 3.869 eV/A
energy above the lowest of the compared OMol25 structures with the same formula, charge and spin = 141.3 kJ/mol

The geometry in ORCA input format:
```
! wB97M-V def2-TZVPD RIJCOSX def2/J DEFGRID3
* xyz 0 1
C 2.52 -0.36 -0.44
C 1.90 -0.11 0.89
H 2.91 0.48 -0.99
H 3.22 -1.25 -0.23
H 1.78 -0.89 -0.93
H 2.23 -0.87 1.66
H 0.78 0.19 0.84
H 2.34 0.80 1.23
C -2.40 0.97 -0.04
C -1.97 -0.46 -0.44
H -3.42 0.97 0.03
H -1.94 1.22 0.84
H -2.30 1.67 -0.89
H -0.95 -0.72 -0.18
H -2.25 -0.65 -1.46
H -2.72 -1.18 0.22
*
```

Mulliken population analysis, charges in e, atoms 1 to 5: C -0.78; C -0.60; H 0.32; H 0.23; H 0.26



Entry 2:
Here is a cluster of 3 separate species, C32H33F7N3O8P in total from the OMol25 dataset. Energies are from ωB97M-V/def2-TZVPD.

Results
E = -3045.1775 a.u.
frontier orbital gap = 7.199 eV
E_LUMO = -1.49 eV
maximum force = 8.127 eV/A

The geometry in ORCA input format:
```
! wB97M-V def2-TZVPD RIJCOSX def2/J DEFGRID3
* xyz 0 1
C 1.47 -5.33 0.94
C 1.95 -4.32 0.25
C 2.17 -2.91 -0.50
C 2.09 -1.67 0.53
C 3.36 -1.00 1.21
C 3.25 0.24 2.20
C 4.66 0.83 2.78
C 5.25 1.77 1.56
C 6.19 2.97 2.07
C 4.04 2.48 0.71
C 1.83 0.81 2.57
N 1.75 1.96 3.54
C 2.05 1.52 4.76
O 2.72 0.95 5.67
C 0.56 0.16 1.91
C 0.67 -1.06 0.88
C -0.72 -1.60 0.22
O -0.95 -2.83 0.02
C -1.78 -0.40 -0.10
C -2.60 -0.49 -1.44
C -2.48 -1.67 -2.53
O -3.47 -2.73 -2.42
C -4.78 -2.29 -2.76
F -5.51 -1.73 -1.63
F -5.53 -3.48 -3.12
F -4.85 -1.43 -3.90
C -3.59 0.72 -1.72
C -3.73 1.94 -0.68
P -4.99 3.27 -1.17
O -5.70 2.91 -2.71
O -4.06 4.71 -1.39
C -2.89 2.05 0.66
C -2.96 3.22 1.73
F -3.47 2.62 2.97
F -3.83 4.31 1.47
C -1.51 3.91 2.08
F -1.15 3.73 3.49
F -0.46 3.52 1.18
C -1.91 0.81 0.94
C -0.96 0.67 2.22
O -1.26 0.84 3.43
H 1.34 -6.28 1.59
H 3.18 -2.92 -1.07
H 1.33 -2.74 -1.28
H 4.41 -1.41 1.00
H 4.50 1.56 3.66
H 5.40 0.00 3.03
H 5.83 1.08 0.82
H 5.60 3.82 2.59
H 7.08 2.64 2.72
H 6.65 3.46 1.12
H 3.20 2.89 1.41
H 3.57 1.76 -0.07
H 4.41 3.41 0.12
H -1.45 -2.18 -2.34
H -2.39 -1.22 -3.61
H -4.20 0.71 -2.69
H -4.93 2.98 -3.34
H -3.11 4.44 -1.35
H -1.62 5.06 1.96
C 5.28 -3.24 3.38
O 5.19 -2.15 2.82
N 5.79 -3.44 4.63
C 5.86 -4.77 5.22
C 6.26 -2.31 5.39
H 4.95 -4.17 2.88
H 5.27 -4.78 6.14
H 6.90 -4.99 5.45
H 5.47 -5.52 4.53
H 5.44 -1.60 5.53
H 7.06 -1.81 4.84
H 6.63 -2.63 6.37
C -5.63 1.34 -6.33
O -4.41 1.40 -6.36
N -6.41 0.62 -7.18
C -7.85 0.60 -7.08
C -5.77 -0.16 -8.23
H -6.21 1.90 -5.58
H -8.18 -0.43 -6.91
H -8.28 0.97 -8.01
H -8.19 1.23 -6.25
H -5.09 -0.89 -7.77
H -5.19 0.50 -8.87
H -6.52 -0.69 -8.82
*
```

Mulliken population analysis, charges in e, atoms 1 to 5: C -0.26; C -0.25; C -0.34; C 0.26; C -0.85



Entry 3:
Here is a cluster of 5 separate species, C46H76BIN3O11S8 in total from the OMol25 dataset. Energies are from ωB97M-V/def2-TZVPD.

Results
E = -6298.3258 a.u.
frontier orbital gap = 5.730 eV
E_LUMO = 1.07 eV
maximum force = 2.565 eV/A

The geometry in ORCA input format:
```
! wB97M-V def2-TZVPD RIJCOSX def2/J DEFGRID3
* xyz -1 1
C -0.09 0.98 -4.33
C -1.39 1.63 -3.85
C -1.25 2.89 -2.93
C 0.18 3.35 -2.64
N 0.96 2.44 -1.78
C 0.25 2.09 -0.52
C 0.03 0.58 -0.50
C 1.34 -0.15 -0.07
C 1.24 -0.72 1.35
C 0.46 -2.06 1.43
C 1.20 -3.13 0.60
C 0.30 -3.83 -0.44
C 0.12 -3.04 -1.75
S 1.14 -3.67 -3.15
C 2.52 -2.53 -3.26
S 2.65 -1.34 -4.33
N 3.58 -2.71 -2.31
C 4.23 -3.92 -2.20
C 5.15 -3.68 -1.21
N 5.05 -2.40 -0.75
C 4.11 -1.82 -1.44
O -0.89 -1.94 1.08
B -1.70 -2.54 2.14
C -3.33 -2.39 2.07
C -3.84 -1.37 1.07
C -3.25 -0.13 0.91
C -3.72 0.78 0.00
C -4.82 0.51 -0.78
C -5.43 -0.72 -0.60
C -4.95 -1.65 0.29
O -1.02 -2.13 3.39
C 0.33 -2.29 3.01
C 0.93 -3.57 3.63
C 0.98 -3.51 5.14
O 0.43 -2.73 5.85
I 2.23 -5.05 6.14
C 2.24 2.95 -1.52
S 3.51 2.22 -2.22
S 2.53 4.35 -0.42
C 3.21 3.58 1.10
C 2.15 3.36 2.22
C 2.66 3.80 3.63
H -0.36 0.12 -4.96
H 0.44 0.54 -3.48
H 0.57 1.65 -4.89
H -1.94 1.93 -4.75
H -2.05 0.92 -3.34
H -1.73 3.72 -3.46
H -1.85 2.73 -2.03
H 0.70 3.47 -3.60
H 0.15 4.36 -2.20
H -0.66 2.67 -0.34
H 0.91 2.30 0.34
H -0.36 0.21 -1.45
H -0.72 0.35 0.27
H 1.68 -0.87 -0.82
H 2.11 0.63 -0.05
H 2.22 -0.92 1.81
H 0.68 0.01 1.95
H 2.05 -2.73 0.03
H 1.63 -3.94 1.21
H 0.85 -4.75 -0.71
H -0.67 -4.11 -0.04
H -0.91 -3.21 -2.09
H 0.22 -1.96 -1.65
H 4.06 -4.81 -2.77
H 5.86 -4.40 -0.83
H 3.81 -0.79 -1.33
H -1.52 -3.78 2.10
H -3.77 -3.37 1.90
H -3.67 -2.04 3.06
H -2.40 0.10 1.55
H -3.19 1.73 -0.09
H -5.17 1.24 -1.50
H -6.31 -0.91 -1.20
H -5.46 -2.62 0.40
H 0.83 -1.46 3.54
H 1.95 -3.72 3.27
H 0.33 -4.43 3.29
H 4.05 4.15 1.49
H 3.54 2.59 0.77
H 1.96 2.29 2.29
H 1.20 3.85 1.99
H 1.94 4.51 4.05
H 2.61 2.93 4.30
H 3.66 4.22 3.61
C -9.49 -5.87 0.38
C -10.23 -4.59 0.81
C -9.16 -3.54 1.17
S -7.71 -3.94 0.18
O -6.66 -4.35 1.07
O -7.53 -2.94 -0.83
C -8.40 -5.41 -0.59
H -10.16 -6.58 -0.09
H -9.04 -6.35 1.25
H -10.84 -4.23 -0.02
H -10.89 -4.77 1.65
H -9.49 -2.54 0.93
H -8.88 -3.60 2.22
H -7.61 -6.15 -0.73
H -8.82 -5.12 -1.55
C 6.20 1.40 2.14
C 7.60 0.94 2.57
C 7.97 1.70 3.84
S 6.42 2.10 4.66
O 6.25 3.54 4.66
O 6.31 1.32 5.87
C 5.36 1.40 3.41
H 5.78 0.76 1.37
H 6.26 2.42 1.74
H 7.57 -0.14 2.78
H 8.33 1.10 1.78
H 8.58 1.11 4.51
H 8.48 2.64 3.61
H 4.45 1.99 3.33
H 5.12 0.38 3.72
C 7.90 1.30 -4.29
C 9.29 0.90 -3.80
C 9.61 1.76 -2.57
S 8.02 2.17 -1.82
O 7.82 3.59 -1.93
O 7.90 1.48 -0.57
C 7.01 1.35 -3.05
H 7.51 0.59 -5.03
H 7.94 2.28 -4.76
H 9.29 -0.16 -3.52
H 10.05 1.02 -4.57
H 10.22 1.23 -1.84
H 10.10 2.69 -2.85
H 6.09 1.91 -3.20
H 6.79 0.35 -2.69
C -9.04 3.12 -0.27
C -8.21 3.87 0.79
C -6.78 3.97 0.27
S -6.89 3.96 -1.53
O -6.28 2.76 -2.01
O -6.54 5.26 -2.04
C -8.67 3.76 -1.60
H -10.11 3.19 -0.07
H -8.76 2.06 -0.27
H -8.62 4.87 0.93
H -8.24 3.36 1.76
H -6.29 4.89 0.58
H -6.18 3.11 0.56
H -8.93 3.14 -2.46
H -9.11 4.75 -1.71
*
```

Mulliken population analysis, charges in e, atoms 1 to 5: C -0.56; C -0.50; C -0.21; C -1.27; N 1.24



Entry 4:
Here is a structure of composition C6H12AlIO3P from the OMol25 dataset. Energies are from ωB97M-V/def2-TZVPD.

Results
E = -1343.1412 a.u.
frontier orbital gap = 6.459 eV
E_LUMO = 2.83 eV
maximum force = 3.492 eV/A
energy above the lowest of the compared OMol25 structures with the same formula, charge and spin = 0.0 kJ/mol

The geometry in ORCA input format:
```
! wB97M-V def2-TZVPD RIJCOSX def2/J DEFGRID3
* xyz -1 1
C -2.80 2.44 0.62
P -1.22 1.59 0.08
C 0.09 2.85 -0.36
Al -0.49 -0.05 1.58
O 1.30 -0.18 1.97
C 1.79 -0.68 0.75
C 0.93 -1.93 0.32
C 1.41 -2.20 -1.14
C 0.45 -3.03 -1.98
O 0.68 -4.10 -2.33
I -1.44 -2.14 -2.60
O -0.40 -1.56 0.51
H -3.46 1.72 1.12
H -2.66 3.31 1.26
H -3.33 2.75 -0.29
H -0.20 3.34 -1.30
H 1.01 2.28 -0.53
H 0.29 3.59 0.43
H -1.31 -0.32 2.92
H 1.53 0.08 -0.02
H 2.86 -0.93 0.81
H 1.04 -2.83 0.95
H 2.38 -2.71 -1.09
H 1.57 -1.25 -1.66
*
```

Mulliken population analysis, charges in e, atoms 1 to 5: C -1.06; P 0.24; C -1.00; Al 0.29; O -0.60



Entry 5:
Here is a structure of composition C20H38BBa2F4NO10 from the OMol25 dataset. Energies are from ωB97M-V/def2-TZVPD.

Results
E = -2067.1545 a.u.
expectation value of S² = 0.750
frontier orbital gap (alpha / beta) = 3.316 / 7.777 eV
E_LUMO (alpha / beta) = -3.06 / -3.04 eV
maximum force = 5.769 eV/A

The geometry in ORCA input format:
```
! wB97M-V def2-TZVPD RIJCOSX def2/J DEFGRID3
* xyz 1 2
Ba 3.72 0.51 -0.68
Ba -0.14 2.79 0.97
B -0.07 -0.35 0.37
F 1.15 0.10 0.13
F -0.38 0.22 1.57
F -0.88 0.09 -0.56
F -0.13 -1.71 0.56
C 0.49 3.31 -3.73
C 1.16 3.22 -2.31
O 1.55 2.20 -1.78
O 1.34 4.29 -1.67
H 0.13 4.23 -4.18
H -0.46 2.77 -3.80
H 1.18 2.82 -4.42
C -2.74 -3.79 3.68
C -1.68 -3.03 3.24
C -0.48 -2.99 3.93
C -0.40 -3.69 5.21
C -1.50 -4.43 5.64
C -2.61 -4.51 4.80
N 0.80 -3.62 6.03
O 0.76 -4.18 7.11
O 1.71 -2.96 5.52
H -3.69 -3.79 3.17
H -1.82 -2.63 2.24
H 0.34 -2.44 3.49
H -1.66 -4.85 6.62
H -3.42 -5.09 5.24
C -1.86 -2.39 -2.95
O -2.91 -2.36 -3.88
C -3.16 -0.98 -4.13
C -2.00 -0.11 -4.80
O -1.81 -0.27 -6.12
C -1.10 -1.46 -6.57
H -1.99 -1.78 -2.06
H -0.88 -2.12 -3.35
H -1.65 -3.45 -2.86
H -3.45 -0.63 -3.14
H -4.07 -0.81 -4.70
H -1.10 0.02 -4.20
H -2.42 0.89 -4.67
H -0.08 -1.46 -6.20
H -1.03 -1.31 -7.65
H -1.64 -2.32 -6.18
C -1.83 5.13 -1.44
O -1.89 3.85 -0.67
C -3.01 3.13 -0.99
C -3.79 2.81 0.28
O -2.90 2.12 1.20
C -3.61 1.31 2.16
H -1.57 5.07 -2.49
H -1.09 5.72 -0.89
H -2.78 5.66 -1.36
H -2.75 2.20 -1.48
H -3.72 3.63 -1.66
H -4.58 2.13 -0.04
H -4.23 3.64 0.83
H -2.97 0.80 2.88
H -4.13 0.51 1.64
H -4.34 1.82 2.79
C 7.26 1.37 -0.11
O 6.19 0.63 0.49
C 6.39 0.36 1.86
C 5.38 -0.71 2.38
O 4.06 -0.63 1.77
C 3.04 -1.35 2.43
H 7.64 2.18 0.51
H 6.93 1.84 -1.04
H 8.11 0.71 -0.25
H 6.29 1.26 2.47
H 7.37 0.02 2.21
H 5.39 -0.72 3.47
H 5.73 -1.71 2.11
H 2.11 -1.49 1.89
H 2.86 -0.86 3.39
H 3.30 -2.37 2.72
*
```

Mulliken population analysis, charges in e, atoms 1 to 5: Ba 1.10; Ba 1.69; B -0.20; F -0.12; F -0.47



Entry 6:
Here is a cluster of 3 separate species, C4H14N2O3 in total from the OMol25 dataset. Energies are from ωB97M-V/def2-TZVPD.

Results
E = -495.8933 a.u.
frontier orbital gap = 9.799 eV
SMILES string = NCCNCC=O.O.O
E_LUMO = 0.67 eV
maximum force = 8.079 eV/A
energy above the lowest of the compared OMol25 structures with the same formula, charge and spin = 465.5 kJ/mol

The geometry in ORCA input format:
```
! wB97M-V def2-TZVPD RIJCOSX def2/J DEFGRID3
* xyz 0 1
N -0.11 -0.19 -2.26
C -1.09 -0.98 -1.51
C -1.55 -0.11 -0.35
N -0.33 -0.06 0.63
C -0.86 -0.44 1.96
C 0.54 -0.06 2.56
O 1.28 -0.96 2.82
H 0.44 0.55 -1.80
H 0.58 -0.83 -2.41
H -0.78 -1.97 -1.41
H -1.88 -1.02 -2.35
H -2.42 -0.39 0.29
H -1.56 1.00 -0.57
H 0.28 -0.79 0.27
H -1.68 0.38 2.28
H -1.38 -1.55 2.13
H 0.60 0.99 2.60
O 2.38 -0.61 -0.61
H 2.57 0.04 -1.42
H 2.90 0.04 -0.07
O 1.07 2.40 -0.34
H 0.41 2.71 -0.80
H 0.60 1.84 0.37
*
```

Mulliken population analysis, charges in e, atoms 1 to 5: N -0.63; C -0.78; C -0.46; N 0.01; C -0.61



Entry 7:
Here is a structure of composition C24H30NO5Pt from the OMol25 dataset. Energies are from ωB97M-V/def2-TZVPD.

Results
E = -1482.5687 a.u.
expectation value of S² = 6.047
frontier orbital gap (alpha / beta) = 5.007 / 5.705 eV
E_LUMO (alpha / beta) = 2.38 / 1.51 eV
maximum force = 4.308 eV/A

The geometry in ORCA input format:
```
! wB97M-V def2-TZVPD RIJCOSX def2/J DEFGRID3
* xyz -1 5
C 0.36 -0.14 -2.79
C 0.17 -0.84 -1.44
C -0.15 1.32 -2.63
C -0.92 1.40 -1.27
H -0.82 1.54 -3.48
H 0.69 2.04 -2.70
C -0.98 -0.14 -0.75
H 1.09 -0.74 -0.85
H -0.02 -1.92 -1.59
C -1.32 -0.76 0.71
H -1.87 -0.51 -1.29
H -1.96 1.68 -1.51
C -0.36 2.49 -0.45
C 1.81 -0.24 -3.26
C -0.38 -0.80 -3.96
O -0.88 -0.17 -4.88
O 2.78 -0.07 -2.53
O 1.92 -0.55 -4.56
O -0.44 -2.14 -3.95
C -1.03 -2.67 -5.15
H -1.00 -3.76 -5.04
H -0.44 -2.33 -6.01
H -2.06 -2.30 -5.24
C 3.27 -0.64 -5.02
H 3.80 0.31 -4.84
H 3.18 -0.82 -6.09
H 3.79 -1.47 -4.53
O -0.57 -0.74 1.88
H -1.32 -1.84 0.54
H -2.34 -0.42 1.01
C -1.30 3.27 0.40
C 1.10 2.49 -0.20
H 1.64 3.30 -0.72
H 1.57 1.56 -0.53
H 1.32 2.60 0.87
H -0.80 3.61 1.31
H -2.14 2.63 0.70
H -1.75 4.14 -0.08
Pt -0.33 0.68 3.11
C -2.24 0.34 4.40
C -3.14 -0.30 3.46
C -2.74 -1.65 3.34
H -4.01 0.17 3.00
C -1.62 -1.88 4.17
C -1.28 -0.68 4.85
H -0.65 -0.60 5.74
H -2.42 1.28 4.93
H -3.24 -2.41 2.74
H -1.13 -2.85 4.32
C 2.05 0.58 2.85
C 1.59 -0.28 3.95
C 1.51 -1.62 3.41
H 1.60 -0.01 5.01
C 1.96 -1.59 2.08
C 2.32 -0.27 1.73
H 2.79 0.04 0.80
H 2.40 1.60 2.97
H 1.22 -2.50 3.97
H 2.04 -2.47 1.42
N -0.06 3.59 3.98
C -0.21 2.47 3.67
*
```

Mulliken population analysis, charges in e, atoms 1 to 5: C 3.32; C -1.56; C -1.64; C 0.54; H 0.39